A molecular structure, C45H136BrF6HfO29 in a non-equilibrium geometry, computed with ωB97M-V with the def2-TZVPD basis set.

XYZ file:
```
218
Properties=species:S:1:pos:R:3:forces:R:3:mulliken_charge:R:1
Hf -0.081370 1.618216 2.594512 -0.6 -0.4 0.7 0.005
C 0.467255 0.795783 -0.489272 0.3 -0.3 -0.1 1.127
O 0.252144 -0.566895 -0.353933 -0.9 -0.3 -0.1 0.478
O 0.376110 1.392630 0.721567 -0.3 0.8 0.7 1.637
C 1.885329 0.858664 -0.980858 0.4 -0.2 0.1 -0.060
F 2.295771 2.093672 -1.220294 0.0 1.1 -0.7 -0.036
F 2.771869 0.396273 -0.087929 0.0 -0.8 -0.3 0.065
F 1.916833 0.149194 -2.140799 0.9 0.4 0.5 -0.188
C -0.655497 -1.150923 -1.316917 1.4 0.4 -1.1 0.141
C -2.046881 -0.816517 -0.984622 -2.2 -1.1 1.0 1.997
H -2.389266 -1.429431 -0.101956 0.4 0.9 -0.8 -1.009
H -2.109382 0.228159 -0.722959 -0.2 0.4 0.1 -0.534
H -2.816157 -1.008559 -1.757632 0.7 0.0 0.0 0.067
H -0.420255 -2.205706 -1.268315 -0.1 -0.3 -0.1 0.266
H -0.367061 -0.755371 -2.319355 -0.2 -0.4 0.5 -0.946
H -0.107527 1.335308 -1.268975 -0.4 -0.5 0.3 -0.721
C -2.937432 3.028817 3.075157 -2.2 -0.4 -0.7 -0.333
O -3.939823 2.033996 3.007766 0.1 -1.4 0.4 -0.344
O -1.699868 2.591251 3.276217 0.6 -0.2 0.4 -0.489
C -3.068513 3.769488 1.729999 0.2 1.5 2.2 0.344
F -2.418154 3.136959 0.775633 -0.1 0.3 -0.8 -0.094
F -4.314672 4.117240 1.388498 0.5 -0.8 -0.4 -0.276
F -2.464222 4.987379 2.038134 0.3 -0.4 -1.2 -0.337
C -4.247925 1.379828 4.307562 0.1 2.1 -0.9 0.048
C -5.516638 2.018168 4.875724 -0.1 -1.2 -0.4 -1.423
H -6.305349 2.081579 4.095402 0.4 -0.1 0.7 0.286
H -5.828202 1.436066 5.751435 -0.3 -0.1 -0.3 0.431
H -5.299528 2.986161 5.280575 0.1 0.8 -0.1 0.376
H -3.416127 1.631955 4.957380 0.2 -0.5 0.2 0.219
H -4.284315 0.329045 4.092022 -0.3 -0.5 0.1 0.112
H -3.309552 3.728921 3.803079 0.3 0.6 0.8 0.515
Br 0.408120 -0.644781 4.126071 -0.3 0.5 -0.6 -0.587
O -1.385065 -4.840851 3.068700 -1.1 -1.1 0.8 -0.430
H -1.213359 -4.319749 3.867530 0.5 0.2 0.2 0.247
H -1.915252 -5.590945 3.436985 0.7 0.8 -0.6 0.258
O 3.328904 3.258513 1.581739 0.4 -0.6 1.2 -0.514
H 2.772022 3.512474 0.856298 0.0 0.4 -1.0 0.326
H 4.198842 2.854522 1.317611 -0.5 -0.1 -0.1 0.339
O 0.009856 7.305355 1.281720 0.0 -0.7 0.2 -0.660
H -0.813796 7.193886 0.768274 0.4 0.8 0.5 0.328
H 0.122376 8.162901 1.723251 -0.5 -0.2 -0.7 0.286
O 0.122557 5.904782 3.779485 -0.9 1.6 -2.6 -0.645
H -0.518006 5.773118 4.491373 -0.2 0.4 -0.5 0.279
H -0.288656 6.462442 2.934366 1.2 -2.1 3.1 0.377
O 1.433454 4.862394 0.179268 -0.9 1.1 -0.1 -0.736
H 0.967142 4.623930 -0.668736 0.0 0.3 0.6 0.223
H 1.096671 5.759441 0.481952 0.6 -1.2 -0.8 0.162
O -5.647890 9.118142 12.154499 0.1 0.0 -0.5 -0.629
H -5.865110 8.194965 12.213856 -0.1 -0.8 -0.4 0.313
H -5.700450 9.350114 13.069234 0.1 0.7 0.9 0.316
O 2.070902 1.598045 3.077932 -0.4 2.7 -0.8 -0.152
H 2.473321 0.763240 3.022584 1.0 -1.9 -0.1 0.058
H 2.557705 2.280922 2.410872 0.2 -0.4 0.6 0.250
O 0.572415 3.700150 2.336462 -0.1 -0.2 0.2 -0.110
H 0.475405 4.387660 3.049633 -0.1 -0.1 -0.3 0.344
H 0.859886 4.155004 1.494925 0.0 -0.3 0.0 0.030
O -1.968168 0.280941 1.902705 1.1 0.1 0.6 0.504
H -1.894405 -0.695015 2.107310 -0.5 0.4 -0.3 -0.102
H -2.817108 0.634488 2.232063 0.1 -0.1 0.0 -0.087
O 0.529819 2.604603 4.917733 1.5 -0.5 -0.9 -0.339
H 1.420653 2.281179 5.202437 -1.2 0.4 -0.3 0.224
H -0.004817 2.783904 5.675724 -0.5 0.0 0.8 0.231
O -2.222593 -2.372813 1.875903 -0.9 0.2 0.6 0.194
H -1.463283 -2.841414 1.556131 1.0 -0.6 -0.7 -0.291
H -2.645960 -3.032952 2.445754 0.0 0.4 0.0 0.031
C 7.661369 -3.955931 -1.150487 0.7 0.3 -0.4 -1.152
C 7.911459 -2.654546 -1.912618 0.7 0.1 1.6 0.772
C 7.775842 -2.789430 -3.353679 -0.1 1.9 -2.3 -1.212
O 7.084085 -1.634639 -1.380585 -1.1 0.2 0.7 -0.145
H 6.755331 -4.402931 -1.524908 -0.4 -0.3 0.0 0.137
H 7.551309 -3.703772 -0.104564 -0.1 -0.2 0.3 0.271
H 8.514998 -4.661394 -1.269791 -0.6 0.5 0.0 0.396
H 8.918995 -2.325020 -1.700544 0.7 -0.1 0.1 0.223
H 8.088714 -1.809625 -3.876538 -0.5 -1.4 0.7 0.300
H 6.753160 -3.010491 -3.661085 0.0 -0.1 0.0 0.101
H 8.433463 -3.553597 -3.699041 0.5 -0.7 -0.5 0.471
H 6.991812 -0.867438 -1.963078 0.3 -0.1 -0.2 0.106
C 3.465405 -2.829781 -2.731659 0.6 0.5 1.4 -0.114
C 3.249447 -4.287025 -3.193744 1.3 1.0 1.2 0.741
C 3.839642 -4.581867 -4.583050 -1.3 -0.1 0.0 -1.527
O 3.859791 -5.030167 -2.082280 -0.5 0.5 -0.8 -0.520
H 3.259723 -2.665462 -1.590566 0.4 -0.7 -2.0 -0.238
H 2.789389 -2.132187 -3.208701 -0.1 0.2 -0.5 0.266
H 4.533938 -2.513300 -2.913051 -1.1 -0.3 0.2 -0.256
H 2.194329 -4.481763 -3.194815 -0.7 -0.3 0.0 0.169
H 3.528898 -3.823334 -5.306973 -0.1 0.2 0.3 0.365
H 3.442811 -5.515530 -5.014532 0.4 0.1 0.4 0.411
H 4.905906 -4.573469 -4.598023 0.9 -0.2 0.2 0.379
H 4.302361 -5.795658 -2.425240 0.3 -0.7 -0.3 0.251
C -0.858694 5.308874 -4.352798 1.3 1.3 1.6 -1.740
C 0.238200 4.614004 -3.449758 -0.9 0.1 -1.8 1.552
C 1.318335 5.645056 -3.252455 0.3 0.1 -0.5 -1.359
O -0.214419 4.253686 -2.150598 1.5 0.9 0.5 0.548
H -1.298882 6.252335 -3.930620 0.4 -1.0 0.4 0.255
H -1.649815 4.681765 -4.621894 -1.0 -1.0 -0.6 0.254
H -0.313318 5.738293 -5.173896 0.1 -0.4 -0.9 0.610
H 0.639516 3.701705 -4.000110 -0.6 0.9 0.6 -0.248
H 1.370840 6.385929 -4.088249 0.4 -1.1 0.4 0.426
H 2.275055 5.124665 -3.031252 -0.4 0.9 0.1 0.135
H 0.895006 6.253470 -2.464959 0.6 0.2 0.8 0.302
H -0.844673 3.542406 -2.199837 -0.9 -0.8 -0.5 -0.474
C -7.025035 0.358255 -1.937235 -1.4 0.7 -0.5 -1.657
C -5.753368 -0.156125 -1.300532 0.0 -1.7 0.1 2.445
C -5.677972 -0.054552 0.224840 1.5 -0.5 0.0 -1.479
O -5.703004 -1.552926 -1.682676 0.6 -1.7 1.3 -0.386
H -6.900634 1.435109 -1.971036 -0.4 0.5 0.0 0.425
H -8.009305 0.146504 -1.386502 1.6 0.0 -0.5 0.285
H -7.201251 0.049471 -3.013935 0.6 0.1 1.3 0.317
H -4.845516 0.290217 -1.754602 -0.5 0.2 0.2 -1.061
H -5.514144 0.946269 0.584978 0.1 0.6 0.0 0.514
H -4.821588 -0.676556 0.635547 -0.8 0.7 -0.6 -0.033
H -6.552276 -0.407590 0.720889 -0.9 -0.4 0.1 0.497
H -5.448304 -2.184916 -0.915797 -0.4 1.6 -1.5 0.110
C -1.572215 -0.122014 -6.497865 1.0 0.4 -1.8 -1.586
C -1.243540 -0.237376 -5.035854 -0.7 1.4 0.9 1.011
C -0.049213 0.710073 -4.784114 0.0 0.4 -0.3 -1.359
O -2.383662 0.231325 -4.234864 0.0 -0.3 0.1 0.091
H -2.384246 -0.721688 -6.821091 -1.1 -0.7 0.0 0.290
H -0.735152 -0.465730 -7.159781 -0.3 0.2 0.8 0.425
H -1.800865 0.907491 -6.861376 0.2 -0.5 0.8 0.284
H -1.052703 -1.273584 -4.722334 0.3 0.2 -0.2 0.284
H 0.725977 0.408817 -5.464641 0.6 -0.5 -0.3 0.629
H 0.429646 0.739622 -3.803531 -0.5 -0.2 0.1 -0.057
H -0.215082 1.758065 -5.131325 -0.6 -0.7 0.5 0.108
H -3.128094 -0.429708 -4.148219 1.0 0.4 -0.6 -0.068
C 1.654003 -4.308362 1.400706 -0.3 -1.2 0.5 -1.254
C 0.802948 -4.625580 0.202030 -0.5 2.4 -1.6 1.978
C 1.104299 -5.942920 -0.340073 0.0 -2.1 -0.4 -1.628
O -0.614762 -4.422107 0.361865 0.2 0.0 0.6 -0.394
H 1.354344 -3.398867 1.862633 0.2 1.3 0.1 0.294
H 2.705464 -4.363706 1.098712 -0.3 0.3 0.2 0.321
H 1.482924 -5.031878 2.216130 0.1 -0.2 -0.4 0.387
H 1.016924 -3.891575 -0.608862 0.2 -0.1 0.6 -0.959
H 0.634622 -6.677668 0.333378 0.6 -0.2 -0.1 0.410
H 2.187292 -6.047330 -0.436552 -0.1 -0.3 0.3 0.336
H 0.700428 -6.167641 -1.329685 -0.2 0.4 0.0 0.315
H -0.867944 -4.892318 1.166867 -0.1 0.0 0.2 0.172
C 5.332478 3.131691 -2.521976 -1.7 -1.2 0.0 -0.640
C 5.966308 2.013476 -3.320373 -1.3 -1.1 -0.9 0.677
C 7.214652 2.227344 -4.077450 0.1 2.0 -1.0 -1.706
O 6.255577 0.886966 -2.481658 -0.3 0.0 -0.1 -0.441
H 5.898031 3.323673 -1.635786 0.5 0.6 0.5 0.173
H 4.296634 2.763538 -2.169436 1.6 0.6 -0.5 -0.138
H 5.138171 3.975140 -3.178342 0.2 0.4 0.2 0.442
H 5.186716 1.754636 -4.094966 0.5 -0.2 0.7 0.134
H 7.398882 1.456440 -4.823665 0.1 -0.1 0.3 0.364
H 8.037489 2.369707 -3.406322 0.7 -0.1 0.3 0.379
H 7.088232 3.181377 -4.623885 0.3 -0.4 0.0 0.392
H 5.396502 0.586874 -2.211642 -0.6 -0.5 0.6 0.075
C -3.351293 4.665857 -2.036194 -0.8 -0.5 0.5 -1.536
C -3.473637 3.229299 -2.537977 -0.1 0.9 -0.6 1.566
C -4.497877 3.168587 -3.669335 -1.3 -1.2 0.2 -1.417
O -2.182154 2.795553 -2.994401 -0.7 -0.9 0.2 0.646
H -2.412590 4.833714 -1.495665 -0.3 0.2 -0.3 0.010
H -4.205127 4.827853 -1.347756 0.4 0.1 -0.3 0.416
H -3.499394 5.309027 -2.899529 0.4 0.4 0.1 0.478
H -3.821290 2.591279 -1.739230 0.1 -0.4 0.5 -0.383
H -5.335009 3.869599 -3.596126 0.1 0.1 0.6 0.431
H -4.993623 2.165350 -3.717124 0.6 0.6 -0.1 0.091
H -4.101205 3.388664 -4.637656 0.8 0.0 -0.6 0.294
H -2.306759 1.863220 -3.283423 0.4 0.2 -0.2 -0.588
C 6.205187 2.164540 3.799969 1.1 -1.3 0.1 -1.009
C 6.500223 2.580697 2.377566 -0.2 0.0 -0.4 0.519
C 7.912247 2.294614 1.877107 -0.3 0.2 0.2 -1.326
O 5.591339 1.949834 1.479941 -0.9 2.3 0.0 -0.436
H 5.208727 2.479082 4.130287 0.3 -0.1 0.0 0.173
H 7.023452 2.550206 4.415964 -0.4 0.3 0.3 0.443
H 6.354651 1.047245 3.882751 -0.6 1.0 -0.1 0.075
H 6.263798 3.625873 2.260552 0.1 0.6 0.1 0.408
H 8.634027 3.014837 2.286857 -0.1 -0.3 -0.2 0.417
H 7.864961 2.349784 0.778563 0.3 0.1 0.4 0.255
H 8.170233 1.276333 2.171084 0.3 0.0 -0.1 0.274
H 5.841208 1.054678 1.418964 0.3 -2.5 -0.3 0.207
C 4.301171 -2.156212 1.643658 0.0 -0.3 -1.3 0.092
C 5.644606 -1.720833 2.015040 1.2 1.2 1.4 -1.188
O 6.249278 -0.617009 1.319420 -0.5 -0.4 0.4 -0.278
H 4.150556 -3.018779 2.237475 -0.7 -0.8 0.8 0.487
H 4.220213 -2.503093 0.623986 0.0 0.1 -0.5 -0.094
H 3.585985 -1.400752 1.845395 -1.0 0.6 0.1 -0.061
H 6.307662 -2.552598 2.107874 0.8 -0.7 -0.6 0.519
H 5.562933 -1.440957 3.076837 0.2 0.6 -0.2 0.325
H 6.519323 -0.875238 0.429649 0.1 -0.5 -0.3 0.043
C -7.285248 -4.346022 -0.295234 0.3 -0.6 1.2 -1.220
C -5.859322 -4.813753 -0.303181 -0.9 0.1 -0.6 -0.285
O -5.092529 -3.717636 0.185554 3.3 -1.3 -0.9 -0.279
H -7.505289 -3.874874 0.653586 -0.2 -0.3 0.6 0.258
H -7.896087 -5.189758 -0.489970 -1.0 -0.8 0.1 0.458
H -7.559680 -3.611595 -0.986013 0.2 1.1 -1.5 0.226
H -5.603163 -5.099932 -1.326934 0.4 0.2 -0.1 0.346
H -5.747399 -5.738071 0.283064 0.1 0.4 0.3 0.382
H -4.134809 -3.988601 -0.079787 -2.1 1.2 1.0 0.164
C 1.547268 -4.121282 7.053924 -1.2 -1.5 -0.6 -0.975
C 0.052111 -3.784655 6.982289 -0.2 1.1 -1.0 -0.298
O -0.360275 -3.460031 5.633608 -0.6 -1.8 0.1 -0.256
H 1.565981 -4.617360 7.992156 0.8 -0.5 1.2 0.388
H 2.306115 -3.361765 7.031081 -0.1 0.6 -0.2 0.283
H 1.774049 -4.944045 6.308063 -0.3 1.1 0.6 0.217
H -0.345118 -2.979663 7.623722 0.8 0.0 0.1 0.286
H -0.524109 -4.646361 7.335902 0.1 -0.1 -0.6 0.252
H -0.282810 -2.543941 5.407542 0.3 0.9 0.2 -0.115
C -5.846202 -3.292026 -5.659329 -0.4 -0.6 -0.9 -1.196
C -4.497850 -2.798463 -5.311067 1.3 -0.4 1.7 -0.187
O -4.505356 -1.686235 -4.424768 -1.0 0.2 1.6 -0.330
H -6.533425 -3.221632 -4.834636 -0.3 0.0 0.4 0.261
H -5.827933 -4.343811 -6.006378 0.0 0.6 0.1 0.358
H -6.161159 -2.654160 -6.468632 -0.8 0.0 -0.3 0.327
H -4.018509 -2.367863 -6.170397 0.6 -0.5 -0.5 0.220
H -3.910672 -3.620202 -4.821870 0.0 0.6 -0.7 0.269
H -5.062398 -1.872923 -3.610205 0.8 0.3 -1.0 0.048
C -5.766958 -4.285646 4.749156 0.0 -0.1 0.7 -1.277
C -5.752792 -2.789216 4.559013 0.3 0.4 -0.8 -0.173
O -5.251485 -2.331254 3.275145 -0.3 -1.7 -0.1 -0.179
H -6.242440 -4.516175 5.726458 0.4 0.0 -0.5 0.361
H -4.799336 -4.763677 4.673211 0.5 0.1 0.3 0.271
H -6.357821 -4.777067 3.998154 -0.6 -0.1 -0.5 0.403
H -5.132197 -2.255154 5.263056 0.1 -0.1 0.6 0.325
H -6.774564 -2.459090 4.661130 -0.4 0.4 0.1 0.255
H -5.396136 -3.099460 2.674963 0.2 1.1 0.1 0.023
```
Forces are in eV/Å.

As for the net charge: +1. The HOMO-LUMO gap is 9.6 eV.